{"formula": "C9H12ClNS", "method": "wB97M-V/def2-TZVPD", "charge": 0, "lumo_energy_ev": 0.66, "fmax_ev_per_a": 3.87, "orbital_gap_ev": 9.285, "e_homo_ev": -8.62, "energy_ha": -1263.17285, "elements": ["C", "C", "C", "C", "C", "C", "C", "C", "C", "N", "S", "Cl", "H", "H", "H", "H", "H", "H", "H", "H", "H", "H", "H", "H"], "positions_angstrom": [[3.836, 0.234, -0.461], [3.453, 1.163, 0.469], [2.965, -0.836, -0.788], [2.293, 1.007, 1.092], [1.810, -1.062, -0.123], [1.446, -0.023, 0.840], [-3.813, -0.481, 0.267], [-2.039, -0.411, -1.400], [-1.421, 0.520, 0.934], [-2.401, -0.580, -0.061], [0.002, -0.234, 1.891], [-1.019, 1.909, 0.010], [4.738, 0.284, -0.915], [4.095, 1.973, 0.610], [3.302, -1.574, -1.609], [2.106, 1.775, 1.822], [1.200, -1.930, -0.316], [-3.848, -0.262, 1.388], [-4.461, 0.382, -0.036], [-4.444, -1.377, 0.038], [-1.072, -0.719, -1.629], [-2.574, -1.058, -2.057], [-2.097, 0.566, -1.746], [-2.059, 0.735, 1.783]], "atomic_forces_ev_per_a": [[-3.0, -1.2, 0.5], [2.3, -1.1, -2.4], [2.4, -1.1, -1.9], [-1.9, 1.2, 1.9], [-1.1, 2.3, 1.7], [-1.0, -2.9, -0.6], [-1.0, 1.1, 2.3], [-0.5, -0.9, -0.7], [-1.5, -3.1, -0.8], [1.6, 1.4, 3.2], [-0.4, 0.3, -1.3], [0.2, 0.8, 0.0], [2.6, 0.3, -1.5], [0.8, 1.3, 0.7], [-0.5, 1.2, 1.5], [-0.8, -0.1, 0.3], [-0.3, 0.1, 0.1], [-0.1, -1.0, -1.2], [0.9, -0.1, -0.8], [1.0, 0.4, 0.2], [2.2, -0.5, 0.2], [-1.2, -0.4, -0.3], [-0.5, 2.0, -0.9], [-0.4, 0.3, -0.3]]}

{"formula": "C4H13N4O2Ti", "method": "wB97M-V/def2-TZVPD", "spin_multiplicity": 2, "charge": 2, "lumo_energy_ev": [-8.50, -8.12], "s_squared": 0.75, "fmax_ev_per_a": 1.83, "orbital_gap_ev": [8.828, 9.899], "e_homo_ev": [-17.33, -18.02], "energy_ha": -1378.62376, "elements": ["Ti", "N", "N", "C", "O", "O", "H", "H", "H", "N", "C", "C", "C", "N", "H", "H", "H", "H", "H", "H", "H", "H", "H", "H"], "positions_angstrom": [[-0.139, 0.449, -0.456], [-0.830, 1.558, 1.270], [-1.268, 2.755, 0.628], [-1.176, 2.930, -0.751], [-1.532, 3.908, -1.301], [-0.627, 1.822, -1.336], [-1.617, 1.169, 1.784], [-0.132, 1.810, 1.967], [-1.659, 3.503, 1.181], [-1.387, -1.129, -0.664], [-0.528, -2.129, 0.045], [0.939, -2.045, -0.443], [1.874, -1.089, 0.339], [1.868, 0.280, -0.266], [-2.338, -1.142, -0.302], [-1.480, -1.407, -1.642], [-0.910, -3.135, -0.114], [-0.590, -1.932, 1.119], [0.966, -1.803, -1.518], [1.364, -3.044, -0.375], [2.884, -1.493, 0.350], [1.555, -1.003, 1.381], [2.329, 0.243, -1.177], [2.435, 0.924, 0.282]], "atomic_forces_ev_per_a": [[0.3, -0.8, 0.4], [-0.3, 0.7, -0.2], [0.0, 0.1, -0.1], [-0.6, 1.1, 0.7], [0.1, -0.3, -0.2], [-0.5, 1.4, -1.0], [-0.1, -0.1, 0.0], [0.2, 0.0, 0.1], [0.0, 0.0, 0.1], [-0.8, -1.1, -0.1], [0.1, -0.4, 0.0], [-0.1, 0.2, 0.2], [0.2, -0.4, 0.0], [1.4, -0.2, 0.1], [-0.1, 0.0, 0.1], [-0.1, -0.1, -0.1], [0.0, 0.0, 0.0], [0.0, 0.0, 0.0], [0.1, -0.1, 0.0], [0.0, 0.0, 0.0], [0.0, 0.0, 0.0], [0.0, 0.0, 0.0], [0.1, 0.0, 0.0], [0.0, 0.0, 0.1]]}